No. 1
ORCA calculation (ωB97M-V with the def2-TZVPD basis set) on a cluster of 5 separate species, C38H38IN2O11P2 in total.

The geometry in ORCA input format:
```
! wB97M-V def2-TZVPD RIJCOSX def2/J DEFGRID3
* xyz 1 1
C -1.37 -3.07 3.47
N -1.10 -2.31 2.21
C -2.34 -1.77 1.57
C -0.03 -1.31 2.35
O 1.04 -1.53 1.69
C -0.03 -0.01 3.28
C -1.25 1.00 3.01
C -2.19 1.36 4.21
C -1.98 0.81 5.71
C -3.00 -0.40 6.06
O -2.55 -1.34 6.75
I -5.10 -0.40 5.41
N -3.34 2.26 4.06
C -3.72 2.86 2.80
C -2.82 2.56 1.54
P -3.38 3.36 -0.08
C -3.91 1.93 -1.20
O -4.86 4.23 0.22
C -1.55 1.66 1.58
P -0.37 1.23 0.21
C 1.46 1.48 0.74
C -0.51 2.22 -1.37
H -1.34 -4.20 3.21
H -0.55 -2.92 4.26
H -2.42 -2.78 3.83
H -2.09 -0.94 0.82
H -3.08 -1.33 2.35
H -2.83 -2.63 1.00
H -0.03 -0.40 4.37
H 0.96 0.58 3.19
H -0.90 0.58 5.98
H -2.30 1.68 6.41
H -3.94 2.47 4.88
H -4.64 3.55 2.74
H -3.23 1.03 -0.93
H -4.99 1.60 -1.05
H -3.72 2.18 -2.31
H -5.57 3.54 0.33
H 1.95 2.23 0.00
H 1.55 1.99 1.78
H 2.08 0.52 0.66
H -1.30 1.74 -2.06
H -0.76 3.33 -1.16
H 0.54 2.23 -1.86
C 0.90 0.03 -6.45
C 1.10 0.99 -5.54
C 1.29 0.66 -4.12
O 1.47 1.54 -3.28
C 1.27 -0.76 -3.73
C 1.08 -1.72 -4.64
C 0.88 -1.40 -6.07
O 0.71 -2.27 -6.90
H 0.76 0.25 -7.50
H 1.12 2.04 -5.81
H 1.42 -0.98 -2.68
H 1.06 -2.77 -4.37
C -4.72 7.13 2.23
C -3.72 6.25 2.12
C -2.33 6.63 2.42
O -1.41 5.83 2.32
C -2.08 8.02 2.85
C -3.07 8.90 2.96
C -4.47 8.52 2.66
O -5.38 9.32 2.76
H -5.74 6.87 2.01
H -3.88 5.23 1.81
H -1.05 8.29 3.07
H -2.91 9.93 3.27
C 2.50 -4.32 0.68
C 1.96 -4.39 -0.54
C 2.44 -5.38 -1.53
O 1.96 -5.45 -2.64
C 3.54 -6.28 -1.12
C 4.08 -6.20 0.10
C 3.60 -5.21 1.09
O 4.08 -5.15 2.21
H 2.16 -3.60 1.42
H 1.16 -3.74 -0.86
H 3.88 -6.99 -1.85
H 4.88 -6.85 0.42
C 4.60 -4.75 -5.12
C 5.58 -5.65 -5.20
C 6.98 -5.28 -4.87
O 7.88 -6.09 -4.95
C 7.24 -3.88 -4.46
C 6.25 -2.99 -4.38
C 4.86 -3.36 -4.70
O 3.95 -2.54 -4.63
H 3.57 -5.01 -5.35
H 5.41 -6.67 -5.50
H 8.26 -3.63 -4.23
H 6.42 -1.96 -4.08
*
```

Results
electronic energy = -92185.761 eV
highest occupied orbital energy = -11.1 eV
frontier orbital gap = 6.6 eV
LUMO level = -4.5 eV



No. 2
ORCA calculation (ωB97M-V with the def2-TZVPD basis set) on a structure of composition C4H5NO.

The geometry in ORCA input format:
```
! wB97M-V def2-TZVPD RIJCOSX def2/J DEFGRID3
* xyz 0 1
O -0.16 2.27 0.60
C -0.12 0.96 0.22
C 0.83 0.43 -0.61
N 0.58 -0.91 -0.76
C -0.54 -1.21 0.01
C -1.10 -0.02 0.61
H -0.96 2.36 1.14
H 1.69 0.89 -1.09
H 1.19 -1.56 -1.22
H -1.04 -2.16 -0.13
H -0.38 -1.07 1.22
*
```

Results
electronic energy = -7763.180 eV
highest occupied orbital energy = -8.4 eV
frontier orbital gap = 9.2 eV
energy relative to the best compared isomer or geometry (same formula, charge and spin) = 77.2 kcal per mole
LUMO level = 0.8 eV



No. 3
ORCA calculation (ωB97M-V with the def2-TZVPD basis set) on the molecule C5H10O2.

The geometry in ORCA input format:
```
! wB97M-V def2-TZVPD RIJCOSX def2/J DEFGRID3
* xyz 0 1
C -2.20 -0.72 -0.19
C -0.85 -0.08 -0.45
O -1.11 1.27 -0.76
C 0.07 -0.22 0.77
C 1.58 -0.22 0.52
C 2.19 0.87 -0.31
O 1.61 1.76 -0.89
H -2.11 -1.81 -0.06
H -2.64 -0.29 0.73
H -2.88 -0.52 -1.02
H -0.38 -0.58 -1.32
H -0.25 1.70 -0.90
H -0.20 0.58 1.47
H -0.15 -1.17 1.28
H 1.90 -1.16 0.04
H 2.12 -0.21 1.48
H 3.30 0.82 -0.39
*
```

Results
electronic energy = -9441.829 eV
highest occupied orbital energy = -9.8 eV
frontier orbital gap = 10.7 eV
energy relative to the best compared isomer or geometry (same formula, charge and spin) = 28.0 kcal per mole
LUMO level = 0.8 eV



No. 4
ORCA calculation (ωB97M-V with the def2-TZVPD basis set) on a structure of composition C20H38AsN2O7PtSSi.

The geometry in ORCA input format:
```
! wB97M-V def2-TZVPD RIJCOSX def2/J DEFGRID3
* xyz -1 3
Pt 0.55 0.09 -1.05
O -1.12 -2.06 2.11
As -1.91 -1.09 0.89
O -3.47 -1.52 0.75
O -1.01 -1.22 -0.55
C -1.82 0.75 1.54
C -3.06 1.39 1.47
C -3.20 2.71 1.89
C -2.11 3.40 2.38
C -0.88 2.78 2.47
C -0.73 1.46 2.05
S 0.88 0.73 2.31
O 1.77 1.79 2.71
O 0.68 -0.32 3.30
O 1.28 0.12 1.01
H -0.44 -1.54 2.60
H -3.90 0.82 1.10
H -4.17 3.19 1.83
H -2.22 4.43 2.71
H -0.01 3.30 2.85
C 1.64 -3.19 0.34
N 2.90 -2.52 0.61
C 3.58 -2.95 1.81
C 3.37 -1.59 -0.26
O 2.89 -1.45 -1.38
N 4.47 -0.84 0.16
C 5.11 -0.10 -0.91
C 4.39 -0.07 1.40
H 1.81 -4.25 0.12
H 1.15 -2.73 -0.51
H 0.97 -3.10 1.21
H 3.54 -4.04 1.87
H 3.09 -2.55 2.71
H 4.62 -2.65 1.79
H 5.26 -0.74 -1.78
H 6.09 0.24 -0.55
H 4.53 0.78 -1.22
H 3.72 -0.53 2.11
H 3.99 0.93 1.21
H 5.38 0.02 1.85
C -0.94 3.30 -1.07
Si 0.07 2.09 -2.11
C 1.72 2.99 -2.50
C 2.56 2.20 -3.52
C 2.51 3.06 -1.18
C 1.52 4.42 -3.01
C -1.01 1.62 -3.63
C -0.46 0.37 -4.32
C -2.41 1.29 -3.10
C -1.11 2.75 -4.66
H -1.34 4.11 -1.70
H -0.33 3.75 -0.29
H -1.78 2.80 -0.59
H 2.71 1.17 -3.19
H 3.55 2.67 -3.64
H 2.09 2.18 -4.50
H 2.68 2.07 -0.76
H 1.98 3.64 -0.42
H 3.48 3.54 -1.35
H 1.01 4.45 -3.97
H 2.49 4.92 -3.14
H 0.94 5.02 -2.30
H -0.46 -0.49 -3.64
H 0.56 0.50 -4.69
H -1.09 0.10 -5.18
H -2.37 0.50 -2.34
H -3.04 0.92 -3.93
H -2.90 2.16 -2.68
H -0.16 2.94 -5.15
H -1.45 3.69 -4.20
H -1.84 2.48 -5.44
*
```

Results
electronic energy = -121470.355 eV
highest occupied orbital energy (alpha / beta) = -4.9 / -6.0 eV
frontier orbital gap (alpha / beta) = 7.6 / 8.0 eV
energy relative to the best compared isomer or geometry (same formula, charge and spin) = 0.2 kcal per mole
LUMO level (alpha / beta) = 2.7 / 1.9 eV